Molecular formula: C36H25Cl2N4O4OsTe
Method: DFT, ωB97M-V/def2-TZVPD

Cartesian coordinates (Å):
Os1 -0.0089 0.1212 1.5400
O1 -3.3516 -1.3231 -4.3783
C1 -2.8333 -2.2072 -3.6827
O2 -2.7387 -3.4359 -3.7876
C2 -2.1344 -1.6497 -2.4072
C3 -1.5091 -2.5004 -1.5062
C4 -0.8768 -1.9446 -0.4187
N1 -0.8828 -0.6154 -0.2059
C5 -1.4795 0.2222 -1.0592
C6 -2.1031 -0.2861 -2.1841
C7 -1.4528 1.6634 -0.6258
C8 -2.3664 3.6465 -0.6039
C9 -1.6793 4.5197 0.3744
C10 -0.5247 4.2014 0.9702
C11 0.0795 2.8894 0.8959
N2 -0.3812 1.7778 0.3921
C12 -0.0689 -2.6688 0.5619
C13 0.1389 -4.0404 0.5209
C14 1.0075 -4.6240 1.4182
C15 1.6743 -3.8186 2.3350
C16 1.4185 -2.4702 2.3436
N3 0.5437 -1.8927 1.4877
H1 -1.5331 -3.5601 -1.7292
H2 -2.5515 0.3265 -2.9457
H3 -3.1625 4.1874 -1.1081
H4 -2.1085 5.4966 0.5648
H5 -0.0168 4.9088 1.6123
H6 0.9969 2.7768 1.4632
H7 -0.3759 -4.6280 -0.2248
H8 1.1765 -5.6919 1.3987
H9 2.3756 -4.2281 3.0470
H10 1.9056 -1.8174 3.0491
Te1 1.0358 0.8028 3.7526
C17 2.7571 0.9177 2.5580
C18 2.5853 0.5611 1.2164
C19 3.6041 0.6930 0.2941
C20 4.8327 1.1813 0.7268
C21 5.0245 1.5288 2.0590
C22 3.9910 1.4017 2.9770
H11 1.6351 0.1185 0.8164
H12 3.4489 0.4136 -0.7398
H13 5.6441 1.2842 0.0193
H14 5.9844 1.9065 2.3841
H15 4.1447 1.6845 4.0102
Cl1 0.2549 6.2217 -3.0777
C23 0.9541 4.7219 -3.6156
C24 1.7419 4.7295 -4.7513
C25 2.2935 3.5435 -5.2077
C26 2.0831 2.3709 -4.5043
C27 1.3117 2.3924 -3.3554
Cl2 1.1761 0.9346 -2.4234
C28 0.6912 3.5505 -2.8927
N4 -0.0957 3.5971 -1.7251
C29 -1.3837 2.9205 -1.6028
C30 -2.0714 2.7792 -2.9395
C31 -3.3448 2.4539 -3.1526
C32 -4.2734 1.9382 -2.1523
C33 -4.0239 1.7673 -0.8533
C34 -2.8094 2.2326 -0.0839
C35 -3.0310 1.9884 1.4111
C36 -2.9101 0.4952 1.7153
O3 -3.7556 -0.3072 1.4540
O4 -1.7704 0.1532 2.3766
H16 1.9045 5.6600 -5.2764
H17 2.8955 3.5361 -6.1053
H18 2.5232 1.4374 -4.8256
H19 -0.2027 4.5635 -1.4470
H20 -1.4594 3.0479 -3.7920
H21 -3.6995 2.4623 -4.1755
H22 -5.2193 1.5715 -2.5303
H23 -4.7649 1.2538 -0.2538
H24 -4.0430 2.2947 1.6783
H25 -2.3325 2.5480 2.0294

The calculation puts the electronic energy at -3185.585576 Ha. The LUMO energy (alpha / beta) is -5.730 / -5.739 eV. The calculation puts the HOMO-LUMO gap (alpha / beta) at 4.39 / 4.39 eV. Its total charge is +1.

Molecular formula: C36H25LaN9O
Method: DFT, ωB97M-V/def2-TZVPD

Cartesian coordinates (Å):
La1 -0.1855 0.0803 1.1954
C1 1.5271 -5.9794 1.0322
C2 1.1698 -5.9659 -0.3113
C3 0.3938 -4.9377 -0.8394
C4 -0.0177 -3.9442 0.0264
C5 -0.8114 -2.7192 -0.1856
N1 -1.0137 -2.1134 0.9708
C6 -0.2254 -2.7442 2.0087
N2 0.0583 -2.2297 3.1580
C7 -0.5152 -0.9809 3.5443
C8 -1.8856 -0.6027 3.5175
C9 -3.1052 -1.3178 3.4670
C10 -4.2733 -0.6132 3.4342
C11 -4.2853 0.8073 3.4478
C12 -3.1278 1.5288 3.4925
C13 -1.8984 0.8305 3.5277
C14 -0.5355 1.2325 3.5481
N3 -0.0020 2.5092 3.2007
C15 -0.2181 2.9824 2.0227
N4 -0.9134 2.3038 0.9559
C16 -0.7030 2.9140 -0.1956
N5 -1.0931 2.4740 -1.4156
C17 -1.3553 1.2282 -1.7290
N6 -1.1027 0.0905 -1.0048
C18 -1.4319 -1.0314 -1.7202
N7 -1.2304 -2.2865 -1.3987
C19 -2.0008 -0.5878 -3.0081
C20 -2.5182 -1.2934 -4.0753
C21 -2.9927 -0.5581 -5.1588
C22 -2.9438 0.8314 -5.1648
C23 -2.4197 1.5417 -4.0875
C24 -1.9517 0.8115 -3.0144
C25 0.0309 4.1718 0.0383
C26 0.4366 5.1773 -0.8168
C27 1.1402 6.2432 -0.2642
C28 1.4317 6.2853 1.0946
C29 1.0303 5.2667 1.9536
C30 0.3253 4.2121 1.4088
N8 0.2862 0.1364 3.6509
C31 0.3453 -3.9539 1.3805
C32 1.1238 -4.9686 1.9004
H1 2.1275 -6.7962 1.4103
H2 1.4983 -6.7732 -0.9520
H3 0.1053 -4.9193 -1.8816
H4 -3.1019 -2.4006 3.4658
H5 -5.2194 -1.1370 3.4062
H6 -5.2399 1.3157 3.4313
H7 -3.1387 2.6113 3.5139
H8 -2.5549 -2.3742 -4.0652
H9 -3.4087 -1.0751 -6.0131
H10 -3.3225 1.3690 -6.0238
H11 -2.3802 2.6224 -4.0870
H12 0.2013 5.1361 -1.8716
H13 1.4661 7.0567 -0.8982
H14 1.9793 7.1299 1.4911
H15 1.2580 5.2982 3.0104
H16 1.4022 -4.9787 2.9454
C33 4.6808 -0.7906 -2.0331
N9 3.3459 -0.5177 -1.4976
C34 2.1886 -0.5370 -2.3932
C35 3.1300 -0.2304 -0.2223
C36 4.2458 -0.1761 0.7732
O1 1.9596 0.0126 0.1684
H17 4.5868 -1.0552 -3.0808
H18 5.1464 -1.6273 -1.5150
H19 5.3217 0.0872 -1.9584
H20 2.5232 -0.7586 -3.4009
H21 1.6846 0.4299 -2.3853
H22 1.4753 -1.3006 -2.0790
H23 5.2238 -0.4077 0.3670
H24 4.0116 -0.8690 1.5819
H25 4.2610 0.8245 1.2063

The calculation puts the electronic energy at -1986.457242 Ha. The LUMO energy is -4.285 eV. As for the energy relative to the best compared isomer or geometry (same formula, charge and spin): 16.60 kJ/mol. The calculation puts the HOMO-LUMO gap at 5.15 eV. Its total charge is +1.

Molecular formula: C36H26AlN11O3
Method: DFT, ωB97M-V/def2-TZVPD

Cartesian coordinates (Å):
Al1 -0.5758 -1.6045 0.3867
O1 0.7986 -1.5631 6.9778
C1 -0.2530 -2.0203 6.6008
O2 -1.2349 -2.5805 7.0202
C2 -0.3214 -1.9344 4.9498
C3 -1.3636 -2.5640 4.2782
C4 -1.3621 -2.5267 2.8924
N1 -0.3422 -1.9414 2.2186
C5 0.7414 -1.4549 2.8729
C6 0.7911 -1.4679 4.2585
C7 1.6965 -0.8583 1.9623
C8 2.9413 -0.3620 2.3535
C9 3.7739 0.2032 1.4068
C10 3.3366 0.2690 0.0830
C11 2.1054 -0.2559 -0.2398
N2 1.2833 -0.8264 0.6607
C12 -2.3962 -3.0159 2.0004
C13 -3.5829 -3.6040 2.4351
C14 -4.4690 -4.1077 1.5017
C15 -4.1129 -4.0693 0.1529
C16 -2.9259 -3.4700 -0.2090
N3 -2.0905 -2.9003 0.6758
H1 -2.1561 -3.0072 4.8601
H2 1.6181 -1.0755 4.8302
H3 3.2465 -0.4220 3.3873
H4 4.7406 0.5932 1.6837
H5 3.9544 0.7130 -0.6815
H6 1.7524 -0.2106 -1.2608
H7 -3.8013 -3.6647 3.4906
H8 -5.4077 -4.5407 1.8112
H9 -4.7522 -4.5130 -0.5949
H10 -2.6117 -3.4561 -1.2435
C17 1.4852 -2.1333 -4.5927
N4 0.5621 -2.1646 -3.4763
C18 0.8149 -2.3548 -2.1898
N5 -0.2659 -2.0056 -1.4764
C19 -1.1625 -1.6030 -2.4278
N6 -0.6746 -1.6980 -3.6239
C20 2.1590 -0.7699 -4.5615
C21 3.5394 -0.6073 -4.5337
C22 4.0842 0.6581 -4.3595
C23 3.2710 1.7493 -4.1065
C24 1.8896 1.5854 -4.1334
C25 1.3417 0.3389 -4.4270
C26 0.9503 2.5668 -3.6275
N7 -0.3398 2.5203 -3.7850
N8 -0.8835 3.3093 -2.8582
C27 0.0890 3.8166 -2.1578
O3 1.2945 3.3989 -2.6140
C28 -0.0499 4.3659 -0.8221
C29 0.9500 5.0533 -0.1426
C30 0.8172 5.2666 1.2188
C31 -0.2457 4.7144 1.9231
C32 -1.2458 4.0309 1.2428
C33 -2.3399 3.2450 1.9331
N9 -2.3241 1.9095 1.3756
C34 -1.2805 1.1094 1.2251
N10 -1.6469 0.0277 0.5268
C35 -2.9737 0.2494 0.2824
N11 -3.3822 1.3733 0.7841
C36 -1.1769 3.9207 -0.1351
H11 0.9018 -2.2541 -5.5064
H12 2.2107 -2.9414 -4.5006
H13 1.7288 -2.7384 -1.7799
H14 -2.1478 -1.2376 -2.2088
H15 4.1912 -1.4587 -4.6518
H16 5.1549 0.7829 -4.3813
H17 3.6922 2.7211 -3.9024
H18 0.2656 0.2592 -4.4913
H19 1.8141 5.4198 -0.6753
H20 1.5717 5.8250 1.7495
H21 -0.2873 4.8136 2.9958
H22 -3.3326 3.6558 1.7331
H23 -2.1791 3.1985 3.0137
H24 -0.2938 1.3063 1.5911
H25 -3.6086 -0.4208 -0.2599
H26 -1.9570 3.4367 -0.7044

The calculation puts the electronic energy at -2457.579374 Ha. The LUMO energy is -7.167 eV. As for the energy relative to the best compared isomer or geometry (same formula, charge and spin): 115.53 kJ/mol. The calculation puts the HOMO-LUMO gap at 5.30 eV. Its total charge is +2.

Molecular formula: C36H26BrCaCl5F5N5SSe
Method: DFT, ωB97M-V/def2-TZVPD

Cartesian coordinates (Å):
Ca1 -1.8448 -1.1691 1.3965
Cl1 -3.1368 -1.4714 4.9710
C1 -3.4467 -2.9156 4.0001
C2 -2.7724 -3.0436 2.8000
C3 -3.0788 -4.1909 2.0916
Cl2 -2.2482 -4.4420 0.5533
C4 -3.9924 -5.1571 2.5024
Cl3 -4.3303 -6.5592 1.5425
C5 -4.6442 -4.9743 3.7210
Cl4 -5.7835 -6.1502 4.2867
C6 -4.3685 -3.8403 4.4860
Cl5 -5.1740 -3.6141 6.0055
Br1 -3.0044 4.4690 -0.9530
C7 -3.0587 3.3159 0.5397
C8 -3.7401 3.6941 1.6801
C9 -3.7702 2.8151 2.7531
C10 -3.1291 1.5996 2.6312
N1 -2.4704 1.2371 1.5240
C11 -2.4264 2.0833 0.4847
H1 -4.2391 4.6536 1.7231
H2 -4.2958 3.0623 3.6664
H3 -3.1525 0.8767 3.4415
H4 -1.8581 1.7928 -0.3942
N2 -0.4814 -1.5037 -0.5197
S1 1.0920 -1.3997 -0.3535
C12 1.7364 -2.9972 0.1723
C13 2.5538 -3.0169 1.2899
C14 3.0002 -4.2348 1.7932
C15 2.6200 -5.4137 1.1712
C16 1.7983 -5.3833 0.0445
C17 1.3539 -4.1732 -0.4584
C18 1.8576 -1.3692 -1.9738
C19 1.0837 -1.2110 -3.1055
C20 1.7053 -1.1661 -4.3469
C21 3.0862 -1.2554 -4.4402
C22 3.8558 -1.3928 -3.2884
C23 3.2406 -1.4532 -2.0488
H5 -0.7469 -2.1661 -1.2479
H6 2.8360 -2.0938 1.7824
H7 3.6222 -4.2408 2.6806
H8 2.9503 -6.3661 1.5694
H9 1.4919 -6.3077 -0.4301
H10 0.7020 -4.1431 -1.3262
H11 0.0128 -1.0683 -3.0158
H12 1.1049 -1.0201 -5.2373
H13 3.5690 -1.1981 -5.4094
H14 4.9352 -1.4451 -3.3552
H15 3.8317 -1.5578 -1.1447
F1 -4.6946 -0.9701 1.8592
C24 -4.9641 -1.5665 0.5949
F2 -3.5916 -1.4605 0.0061
C25 -5.6721 -0.4420 -0.1459
F3 -6.9166 -0.2930 0.3524
F4 -5.0951 0.7873 -0.0826
F5 -5.7893 -0.7375 -1.4538
N3 3.8373 -1.9811 4.3783
C26 3.0609 -1.1840 4.0287
N4 2.2382 -0.2154 3.6490
C27 1.0704 -0.4772 3.1454
N5 0.0055 -0.6391 2.6860
C28 4.4450 6.7716 -2.0429
C29 3.4738 5.6144 -2.0544
C30 2.3053 5.6548 -2.8014
C31 1.3957 4.5940 -2.8229
C32 0.1521 4.7177 -3.6612
C33 1.6453 3.4273 -2.0648
Se1 0.4095 1.9738 -2.0414
C34 2.8455 3.3774 -1.3099
C35 3.1871 2.1661 -0.4844
C36 3.7224 4.4605 -1.3171
H16 4.0655 7.6060 -2.6396
H17 5.4202 6.4867 -2.4535
H18 4.6192 7.1416 -1.0267
H19 2.0855 6.5443 -3.3940
H20 0.1882 5.6212 -4.2814
H21 -0.7401 4.7527 -3.0270
H22 0.0269 3.8368 -4.2965
H23 2.4436 2.0046 0.3010
H24 4.1752 2.2711 -0.0253
H25 3.1669 1.2649 -1.1073
H26 4.6321 4.3973 -0.7219

The calculation puts the electronic energy at -10512.887279 Ha. The LUMO energy is 3.874 eV. As for the energy relative to the best compared isomer or geometry (same formula, charge and spin): 84.46 kJ/mol. The calculation puts the HOMO-LUMO gap at 5.65 eV. Its total charge is -2.

Molecular formula: C36H26Cl4CrNO2P2
Method: DFT, ωB97M-V/def2-TZVPD

Cartesian coordinates (Å):
Cr1 -0.7539 0.1787 0.5574
C1 1.6627 2.2530 0.7393
P1 1.5105 0.6167 -0.0507
C2 1.9523 0.8700 -1.7874
C3 1.2488 1.8623 -2.4771
C4 1.5622 2.1380 -3.7982
C5 2.5532 1.4135 -4.4458
C6 3.2429 0.4183 -3.7670
C7 2.9506 0.1493 -2.4367
C8 2.6407 -0.5880 0.6721
C9 2.5456 -1.9047 0.2158
C10 3.2540 -2.9153 0.8446
C11 4.0539 -2.6231 1.9415
C12 4.1584 -1.3158 2.3940
C13 3.4557 -0.2998 1.7629
C14 0.2813 2.8530 0.7895
C15 -0.1014 4.0736 1.2804
C16 -1.4918 4.1937 1.0138
C17 -1.8810 3.0419 0.3697
C18 -3.2338 2.8140 -0.2427
P2 -3.8435 1.1922 -0.8730
C19 -2.6787 0.8044 -2.2469
C20 -2.9367 1.4514 -3.4543
C21 -2.1788 1.1830 -4.5870
C22 -1.1641 0.2352 -4.5397
C23 -0.8982 -0.4181 -3.3483
C24 -1.6485 -0.1358 -2.2160
C25 -3.4005 -0.0322 0.4055
C26 -3.0750 0.3287 1.7199
C27 -2.9812 -0.6468 2.7169
C28 -3.2161 -1.9735 2.4174
C29 -3.5442 -2.3424 1.1128
C30 -3.6396 -1.3880 0.1245
N1 -0.8054 2.1962 0.2329
H1 2.3389 2.8595 0.1335
H2 2.0947 2.1650 1.7345
H3 0.4541 2.4075 -1.9766
H4 1.0160 2.9089 -4.3266
H5 2.7898 1.6253 -5.4810
H6 4.0213 -0.1423 -4.2684
H7 3.5077 -0.6102 -1.9044
H8 1.8723 -2.1490 -0.5994
H9 3.1505 -3.9369 0.5001
H10 4.5831 -3.4179 2.4517
H11 4.7716 -1.0852 3.2552
H12 3.5341 0.7071 2.1465
H13 0.5401 4.7994 1.7571
H14 -2.1273 5.0392 1.2316
H15 -3.3386 3.4445 -1.1338
H16 -4.0139 3.1697 0.4360
H17 -3.7551 2.1608 -3.5148
H18 -2.3962 1.7009 -5.5131
H19 -0.5815 0.0140 -5.4246
H20 -0.0970 -1.1465 -3.2879
H21 -1.4068 -0.7018 -1.3239
H22 -2.9090 1.3679 1.9788
H23 -2.7024 -0.3522 3.7204
H24 -3.1322 -2.7280 3.1892
H25 -3.7088 -3.3851 0.8721
H26 -3.8975 -1.6846 -0.8859
Cl1 1.0190 -5.5403 3.5244
C31 0.6902 -3.8776 3.2010
C32 1.0638 -2.8992 4.1158
Cl2 1.8638 -3.3355 5.5811
C33 0.8138 -1.5507 3.8358
Cl3 1.2897 -0.2970 4.9171
C34 0.1986 -1.1915 2.6508
O1 -0.0547 0.0750 2.2876
C35 -0.1583 -2.1780 1.7133
O2 -0.6647 -1.7276 0.5660
C36 0.0754 -3.5117 1.9985
Cl4 -0.3451 -4.6795 0.8019

The calculation puts the electronic energy at -5160.713974 Ha. The LUMO energy (alpha / beta) is -0.669 / 0.104 eV. As for the spin multiplicity: 4. The calculation puts the HOMO-LUMO gap (alpha / beta) at 6.88 / 7.74 eV.

Molecular formula: C36H26F6N5O4S5Ti
Method: DFT, ωB97M-V/def2-TZVPD

Cartesian coordinates (Å):
Ti1 0.7813 -0.1304 0.1423
O1 -0.4913 -0.5050 1.5021
C1 -1.3668 -0.7805 2.4441
C2 -0.9116 -1.0449 3.7495
C3 -1.7967 -1.2653 4.7857
C4 -3.1687 -1.2485 4.5625
C5 -3.6265 -1.0395 3.2725
C6 -2.7564 -0.8253 2.2078
C7 -3.3472 -0.6772 0.8581
N1 -3.5716 -1.6568 0.0057
C8 -4.2198 -1.0696 -1.0551
C9 -4.3838 0.2658 -0.8321
N2 -3.8508 0.4980 0.4039
H1 0.1581 -1.0954 3.9082
H2 -1.4097 -1.4556 5.7808
H3 -3.8669 -1.4095 5.3747
H4 -4.6910 -1.0512 3.0651
H5 -4.5257 -1.6435 -1.9156
H6 -4.7940 1.0598 -1.4313
H7 -3.6296 1.4265 0.7727
O2 2.1742 -2.1411 3.3382
S1 2.7582 -2.0180 2.0200
O3 3.6527 -0.9211 1.7618
N3 1.6826 -2.0289 0.8439
C10 0.7905 -3.0773 0.6977
C11 0.7100 -4.2376 1.4448
C12 -0.1266 -5.3023 1.0564
C13 -0.8976 -5.2425 -0.0682
C14 -0.9161 -4.0427 -0.8169
C15 -1.7023 -3.8575 -1.9744
C16 -1.7140 -2.6502 -2.6065
C17 -0.9762 -1.5896 -2.0530
N4 -0.2175 -1.7395 -0.9991
C18 -0.1330 -2.9526 -0.3940
C19 3.7696 -3.4861 1.8264
C20 4.5781 -3.5992 0.7044
C21 5.3997 -4.7060 0.5595
C22 5.4245 -5.6898 1.5405
C23 4.6288 -5.5614 2.6701
C24 3.7989 -4.4576 2.8140
H8 1.2917 -4.3397 2.3468
H9 -0.1385 -6.1945 1.6722
H10 -1.5223 -6.0728 -0.3748
H11 -2.3039 -4.6840 -2.3368
H12 -2.3134 -2.4766 -3.4896
H13 -1.0184 -0.5934 -2.4786
H14 4.5573 -2.8189 -0.0434
H15 6.0242 -4.7998 -0.3204
H16 6.0670 -6.5546 1.4253
H17 4.6521 -6.3221 3.4412
H18 3.1766 -4.3295 3.6901
S2 -2.7490 3.6535 0.7206
C25 -1.3944 2.6273 0.7880
S3 -0.6299 2.7236 2.3515
S4 -0.8967 1.7594 -0.5802
S5 2.0932 2.7603 3.5153
C26 1.0011 1.7288 2.4627
N5 1.6429 1.5164 1.2348
C27 2.3772 2.6267 0.9299
C28 2.7948 3.0229 -0.3406
C29 3.6002 4.1451 -0.4903
C30 3.9911 4.9080 0.6030
C31 3.5458 4.5525 1.8782
C32 2.7498 3.4389 2.0300
H19 0.7410 0.8240 2.9973
H20 2.4547 2.4552 -1.1898
H21 3.9111 4.4380 -1.4879
H22 4.6132 5.7850 0.4693
H23 3.8172 5.1495 2.7416
C33 4.2608 -0.0881 -1.6886
C34 2.8798 -0.2703 -2.3301
O4 1.8842 0.0599 -1.4763
C35 2.7528 -1.7502 -2.7992
F1 1.5993 -2.0128 -3.4305
F2 2.8315 -2.5877 -1.7608
F3 3.7433 -2.1147 -3.6538
C36 2.7745 0.6263 -3.5966
F4 2.9375 1.9201 -3.2912
F5 3.7219 0.3396 -4.5231
F6 1.5883 0.5181 -4.2125
H24 4.2450 -0.6094 -0.7309
H25 4.4121 0.9694 -1.4807
H26 5.0688 -0.4637 -2.3171

The calculation puts the electronic energy at -5402.144491 Ha. The LUMO energy (alpha / beta) is 4.070 / 4.070 eV. As for the spin multiplicity: 2. As for the energy relative to the best compared isomer or geometry (same formula, charge and spin): 0.00 kJ/mol. The calculation puts the HOMO-LUMO gap (alpha / beta) at 5.42 / 5.71 eV. Its total charge is -2.